Run w
One molecule with the formula C3H7NOS2, computed with ωB97M-V/def2-TZVPD.

## Properties
* orbital gap: 8.64 eV
* charge: 0
* SMILES string: NC[C@H](O)C(=S)S

```
14
C3H7NOS2, DFT ωB97M-V/def2-TZVPD
N -3.010 -0.440 -0.373
C -1.583 -0.608 -0.649
C -0.725 -0.017 0.484
O -1.291 1.268 0.825
C 0.752 0.087 0.113
S 1.551 1.426 -0.360
S 1.503 -1.533 0.196
H -3.221 0.539 -0.451
H -3.218 -0.739 0.596
H -1.435 -0.152 -1.602
H -1.351 -1.726 -0.755
H -0.768 -0.722 1.323
H -0.759 1.911 0.321
H 2.627 -1.230 -0.489
```

natural (NBO) atomic charge list, values in e, 8 entries: -0.808, -0.228, -0.025, -0.715, -0.265, 0.025, 0.071, 0.366

=====

Run x
One molecule with the formula C3H7NOS2, computed with ωB97M-V/def2-TZVPD.

## Properties
* orbital gap: 9.56 eV
* charge: 0

```
14
C3H7NOS2, DFT ωB97M-V/def2-TZVPD
C 1.289 -0.028 0.371
C 0.791 1.278 -0.271
C -0.905 -0.741 0.129
N 0.150 -0.706 0.996
O -1.814 1.693 0.098
S -0.774 -2.298 -1.121
S -0.926 0.898 -0.756
H 1.576 -0.629 -0.473
H 2.099 -0.096 1.028
H 0.895 2.013 0.447
H 1.370 1.353 -1.114
H -1.985 -0.696 0.489
H -0.033 -0.408 1.948
H -1.732 -1.632 -1.771
```

natural (NBO) atomic charge list, values in e, 8 entries: -0.224, -0.633, -0.271, -0.650, -0.980, -0.113, 1.214, 0.195

=====

The structure with the greatest stability is run w.

=====

Run w
A 2-piece molecular cluster, C3H10N2O2S overall, computed with ωB97M-V/def2-TZVPD.

## Properties
* orbital gap: 9.82 eV
* charge: 0
* SMILES string: NC(=O)[C@@H](N)CS.O

```
18
C3H10N2O2S, DFT ωB97M-V/def2-TZVPD
N -0.730 -2.229 -0.418
C 0.285 -1.448 0.042
O 1.465 -1.714 -0.115
C -0.140 -0.209 0.804
N 0.802 0.187 1.828
C -0.397 0.977 -0.145
S -1.521 2.205 0.480
H -1.571 -1.729 -0.651
H -0.521 -3.001 -1.030
H -1.098 -0.386 1.303
H 1.495 -0.506 2.013
H 1.298 1.019 1.603
H -0.732 0.667 -1.130
H 0.589 1.314 -0.427
H -0.980 2.399 1.688
O 1.476 -0.141 -2.508
H 1.918 -0.134 -3.359
H 2.074 -0.597 -1.899
```

natural (NBO) atomic charge list, values in e, 8 entries: -0.811, 0.682, -0.643, -0.165, -0.829, -0.553, -0.012, 0.390

=====

Run x
A 2-piece molecular cluster, C3H10N2O2S overall, computed with ωB97M-V/def2-TZVPD.

## Properties
* orbital gap: 9.08 eV
* charge: 0
* SMILES string: NC(=O)NCCS.O

```
18
C3H10N2O2S, DFT ωB97M-V/def2-TZVPD
N -1.799 0.599 0.495
C -1.421 1.034 -0.808
O -2.252 1.373 -1.574
N -0.036 0.960 -1.210
C 0.990 0.235 -0.339
C 0.880 -1.354 -0.746
S 1.833 -2.403 0.369
H -2.591 1.171 0.881
H -1.076 0.615 1.170
H 0.105 0.770 -2.236
H 0.818 0.431 0.670
H 1.928 0.566 -0.696
H 1.337 -1.521 -1.768
H -0.178 -1.551 -0.825
H 0.859 -3.063 1.144
O -0.202 1.857 2.406
H 0.183 2.764 2.332
H -0.930 2.022 3.133
```

natural (NBO) atomic charge list, values in e, 8 entries: -0.863, 0.787, -0.620, -0.670, -0.210, -0.557, -0.062, 0.389

=====

The structure with the greatest stability is run w.